{"formula": "C90H212N12O22", "method": "ωB97M-V/def2-TZVPD", "species": ["O", "O", "O", "O", "O", "O", "O", "O", "O", "O", "O", "O", "O", "O", "O", "O", "O", "O", "O", "O", "O", "O", "N", "N", "N", "N", "N", "N", "N", "N", "N", "N", "N", "N", "C", "C", "C", "C", "C", "C", "C", "C", "C", "C", "C", "C", "C", "C", "C", "C", "C", "C", "C", "C", "C", "C", "C", "C", "C", "C", "C", "C", "C", "C", "C", "C", "C", "C", "C", "C", "C", "C", "C", "C", "C", "C", "C", "C", "C", "C", "C", "C", "C", "C", "C", "C", "C", "C", "C", "C", "C", "C", "C", "C", "C", "C", "C", "C", "C", "C", "C", "C", "C", "C", "C", "C", "C", "C", "C", "C", "C", "C", "C", "C", "C", "C", "C", "C", "C", "C", "C", "C", "C", "C", "H", "H", "H", "H", "H", "H", "H", "H", "H", "H", "H", "H", "H", "H", "H", "H", "H", "H", "H", "H", "H", "H", "H", "H", "H", "H", "H", "H", "H", "H", "H", "H", "H", "H", "H", "H", "H", "H", "H", "H", "H", "H", "H", "H", "H", "H", "H", "H", "H", "H", "H", "H", "H", "H", "H", "H", "H", "H", "H", "H", "H", "H", "H", "H", "H", "H", "H", "H", "H", "H", "H", "H", "H", "H", "H", "H", "H", "H", "H", "H", "H", "H", "H", "H", "H", "H", "H", "H", "H", "H", "H", "H", "H", "H", "H", "H", "H", "H", "H", "H", "H", "H", "H", "H", "H", "H", "H", "H", "H", "H", "H", "H", "H", "H", "H", "H", "H", "H", "H", "H", "H", "H", "H", "H", "H", "H", "H", "H", "H", "H", "H", "H", "H", "H", "H", "H", "H", "H", "H", "H", "H", "H", "H", "H", "H", "H", "H", "H", "H", "H", "H", "H", "H", "H", "H", "H", "H", "H", "H", "H", "H", "H", "H", "H", "H", "H", "H", "H", "H", "H", "H", "H", "H", "H", "H", "H", "H", "H", "H", "H", "H", "H", "H", "H", "H", "H", "H", "H", "H", "H", "H", "H", "H", "H", "H", "H", "H", "H", "H", "H", "H", "H", "H", "H", "H", "H", "H", "H", "H", "H", "H", "H"], "coordinates": [[0.830392, -6.228891, -8.552707], [6.120061, 9.139015, -5.875485], [6.450022, 2.518852, -2.540221], [-2.327991, -0.483687, 6.747795], [0.546741, -3.178217, -4.093231], [-5.753932, -1.208882, 3.600325], [-4.256669, -9.130169, 0.353575], [-1.051135, 2.877874, -9.950805], [-3.483149, -4.382357, -5.613542], [-4.673195, 5.835535, -1.573437], [-3.205515, -6.286938, 8.083301], [-4.354891, 5.619270, 3.840070], [-0.360557, -3.323036, 3.574660], [1.838053, 5.704780, -1.407373], [-0.021629, 6.398684, 4.113526], [-6.570764, 2.741332, 1.823301], [3.567140, 0.371736, 5.019789], [-4.939109, 0.349698, -2.710251], [-1.014707, -0.798700, 2.174886], [7.720845, 2.996680, 1.575171], [6.225032, -2.039724, 0.955609], [-1.137432, 1.601806, -5.184107], [3.863022, -0.627198, 6.003145], [0.409327, 2.159507, -7.458953], [3.520689, 7.067203, -3.989636], [0.923218, 7.306790, 3.967667], [-1.687263, -7.138814, -7.588151], [-4.825552, -7.930927, -0.143441], [-0.526299, -0.089105, 1.204554], [-2.588333, -3.097602, 6.299297], [-4.568114, -1.215774, -0.010532], [6.164320, 0.901806, 3.056582], [1.560459, -3.983586, -3.523766], [-4.558552, 5.144967, 1.014918], [2.231606, -6.041474, -2.376315], [3.224323, 9.199773, 3.621086], [-1.376308, 2.782817, -11.300069], [-6.654879, -2.301603, 3.687028], [2.871028, -3.844570, -4.239456], [-0.295261, -6.250764, -9.406059], [3.201085, -2.478703, 4.478663], [-2.685422, -7.594016, 8.024607], [8.617240, 4.222370, 1.603588], [-5.257990, -5.466784, 0.136446], [-4.602541, 5.521302, -3.007944], [-0.406293, -4.710167, 3.384250], [1.122218, 1.338191, -0.748012], [-3.418396, -2.140863, 5.605495], [-4.628666, -6.750223, 0.714715], [-2.544797, -5.281058, 7.314156], [2.722445, 5.290329, -2.419385], [3.437833, -2.916688, 6.918195], [-5.280008, -6.464249, -2.108369], [4.728059, 7.958519, -4.238243], [5.550183, 0.793554, 7.158369], [6.398680, 1.403492, -1.730105], [-5.970984, 5.716767, -1.094732], [3.989536, -4.604823, -3.457466], [6.132813, 10.465201, -5.269457], [-3.147593, -6.506010, 0.946984], [-3.108521, -7.732493, -2.015718], [3.622003, -2.369408, 8.261743], [0.744747, 8.375617, 2.926149], [-2.379654, -3.605291, -5.096601], [2.204490, 6.075052, 5.851029], [2.957924, -1.823295, 5.931818], [-4.658195, -0.984991, -2.529596], [0.462893, 5.893846, -1.644449], [4.250697, -0.068714, 7.341759], [3.373080, -2.383469, -4.256711], [-5.146852, 2.945488, 2.008409], [-4.480776, 3.680629, 0.889720], [0.379607, 2.710365, -9.793723], [-5.359875, -1.353193, -1.254456], [-0.668327, 9.027308, 3.084281], [-3.052958, -5.756982, -5.965079], [-2.158299, -5.753111, -7.214223], [1.029552, 2.306591, -6.172000], [2.778953, -4.504301, -5.725683], [-4.590512, -7.736326, -1.585162], [4.946839, 8.389236, -5.667263], [-5.153466, -7.013225, 2.157928], [-4.881466, -5.233169, -1.346927], [-0.021406, -0.897790, 0.043409], [3.628317, 6.528982, -2.628263], [3.565542, -6.004581, -3.152865], [0.433281, 2.130336, 0.286390], [-5.256035, -8.871102, -2.390296], [-2.609680, -0.807935, 5.463083], [3.126977, 0.703224, 8.082725], [0.278429, 1.431946, -5.132365], [-7.389427, 2.510412, 2.967638], [0.271074, 0.106691, -1.081602], [5.574776, 2.067622, 2.423365], [0.599799, 3.263312, -8.396761], [1.388673, 0.895767, 2.443294], [0.162236, 1.216877, 1.587100], [1.113893, -5.296368, -3.110483], [2.268956, 6.919158, 4.448296], [3.061667, 8.238544, 4.745720], [-1.482245, -7.184956, -8.974367], [-3.389786, -4.085504, 6.891013], [-1.568823, 2.874831, -4.675378], [2.927207, 6.163475, 3.359927], [-5.459492, -1.108709, 1.094907], [-4.194918, 1.136361, -3.591034], [4.614445, -1.289415, 8.200830], [6.589633, 3.288105, 2.361345], [-1.100443, -1.862976, -0.421521], [-0.008464, -5.099974, -2.016924], [-3.094350, 5.129116, 4.185353], [1.759373, 9.629408, 3.132426], [-1.759960, 0.817925, 6.881537], [5.250585, -2.977587, 0.449330], [2.036648, -6.038549, -9.280564], [1.320744, -1.685108, 0.336526], [1.461142, -1.432317, 6.100671], [0.837838, 7.798511, 1.477279], [6.750040, -0.174947, 2.212361], [-0.729971, 2.177339, 2.498239], [0.631066, -6.193604, -4.271400], [5.616814, -1.131169, 1.784136], [-4.837782, -1.283078, 2.510156], [-5.895410, 5.573312, 0.514415], [-2.150655, -1.572300, -0.395643], [2.170424, 1.045285, -0.688389], [-1.503070, 8.371165, 2.837756], [4.011671, 8.862760, -5.966170], [-1.739831, 2.177110, 2.088019], [-8.462773, 2.565901, 2.786107], [-3.191839, -8.310896, 8.670911], [2.586083, 8.675946, 5.623557], [8.624021, 4.949745, 2.415365], [-3.990416, -6.270336, -6.178960], [1.675032, 6.667994, 6.596824], [-0.778803, 9.360968, 4.116068], [-3.837825, -4.919356, -1.367514], [6.174929, 0.895376, 8.045747], [-2.931178, 5.391402, 5.230665], [-4.609149, 0.980976, -4.587211], [-0.769184, -5.269842, -9.370266], [1.300175, -0.973835, 7.076365], [-2.560333, -7.337332, 1.337012], [1.723640, -4.529680, -5.997291], [1.948125, -5.031477, -9.688072], [-0.520271, 2.430006, -0.148392], [3.363078, -1.952132, -5.257678], [3.152621, -5.504217, -5.946209], [1.477820, -2.591485, -0.248208], [2.034649, -7.108763, -2.275327], [-4.660165, -7.830313, 2.684351], [2.736732, -5.819478, -8.474341], [0.243815, 6.481515, -2.535935], [-7.164648, 1.477437, 3.233217], [1.307382, 10.455939, 3.680743], [-3.572164, 5.665597, -3.332883], [-2.607969, -6.311667, -5.138992], [5.017395, -1.116128, 9.198681], [4.397707, -2.259783, -3.906066], [-0.218334, -4.988687, 2.347329], [-4.769657, 4.491440, -3.323472], [0.500785, -5.095228, 3.850126], [0.902554, 3.335055, -5.834014], [-1.175810, 1.029576, 5.985958], [-4.329529, -2.226762, 2.708198], [2.683731, -1.803788, -3.642813], [-4.213647, -4.369892, 6.236434], [4.629794, -3.641754, 1.050664], [0.927803, -2.381238, 6.157249], [4.928246, -0.562615, 1.159058], [-0.388214, 6.593451, 4.979130], [2.801108, -3.792257, 7.044937], [3.036668, 6.518060, 2.335038], [-0.045308, -6.466473, -10.444855], [5.220124, 11.032939, -5.450508], [-1.483359, -3.802362, -5.684753], [2.141836, 4.964115, -3.282280], [2.088365, 0.250413, 1.912207], [3.233570, 5.903416, 6.166690], [-6.234180, -7.137000, 2.088435], [-2.487887, -6.282913, 0.108458], [0.633363, -0.381254, -1.986452], [2.210060, -1.099121, 0.104470], [1.607225, -1.921716, 1.361242], [-4.029600, -3.795410, 7.724429], [0.770964, 6.711384, 1.519344], [-4.890221, -4.711613, 0.831121], [-2.272235, -3.790153, -4.027777], [1.889101, 1.815414, 2.746476], [-6.514577, 6.603723, -1.420189], [-2.139327, -5.724475, 6.404715], [2.764713, 1.552162, 7.502925], [0.012475, -5.668814, -4.999444], [7.373835, -0.737659, 2.906864], [-6.346898, -5.438251, 0.175886], [-0.262718, -1.315557, 2.473166], [4.380929, -3.297774, 6.526462], [-0.979976, 2.939193, -3.760381], [-4.905361, -9.881902, -2.181923], [-6.211444, -3.259021, 3.960537], [-5.236468, 6.226119, -3.545977], [-7.468922, -2.048314, 4.366207], [1.956763, 10.049130, 2.146026], [-0.699547, -7.093767, -7.382010], [-2.415626, -6.941420, -9.481906], [3.721345, 8.858042, 2.713180], [0.922055, 3.060725, 0.575491], [-5.455736, -8.676132, -3.443961], [-3.886281, -0.472355, 0.039797], [5.592807, 7.564213, -3.704546], [-2.943349, -8.250021, -2.960690], [-1.678943, -4.946689, 7.885622], [-1.317517, 3.688019, -5.356306], [-1.640007, -7.638320, 8.329982], [6.887051, 1.245469, 3.672744], [0.195229, 8.274318, 0.736487], [-5.059088, -6.099812, 2.745178], [0.408386, 0.380861, -5.390092], [-5.536165, -2.428738, -1.239656], [-0.916232, -2.196859, -1.442635], [0.419790, -2.481930, -3.444636], [-4.351480, -1.973242, 6.143428], [-0.384559, -6.047968, -1.632257], [3.738835, 10.106485, 3.939293], [-0.923589, -2.738565, 0.203098], [5.692783, 0.626927, -2.024628], [-4.048881, -0.542485, 2.641558], [4.647991, 6.357055, -2.283582], [-0.746371, -3.138384, 4.434114], [8.211608, 4.802924, 0.775016], [3.652543, -6.620903, -4.047671], [4.662130, -2.459764, -0.308083], [-2.989743, -5.710342, 1.675074], [-3.166553, 4.041985, 4.217743], [3.889658, 5.742850, 3.651235], [-0.860437, -4.599279, -2.476847], [-5.087256, -6.174962, -3.141451], [-1.127559, -8.203248, -9.133708], [3.367690, 7.301781, -1.905109], [0.023524, 4.946954, -1.958228], [1.045834, -0.892255, 5.249818], [4.272619, -6.356182, -2.401533], [6.163507, 0.339838, 6.379858], [5.757238, -3.657192, -0.235911], [0.774635, 1.563060, -4.170765], [5.023491, 7.514665, -6.313283], [3.597368, 1.028136, 9.010759], [3.139392, -3.808321, -6.483184], [-6.243606, 6.498039, 0.974564], [2.302347, 5.300367, 3.130381], [2.131055, 0.293353, 8.250774], [0.858171, 3.354302, -10.531569], [-2.503412, 1.613304, 6.829024], [-5.378170, -4.413737, -1.866451], [-5.111986, -1.373525, -3.441314], [-1.220764, -5.166835, 3.946549], [-2.730823, -6.755768, -2.318121], [2.077411, 2.022380, -6.268490], [-1.206371, 0.979963, 7.806410], [-2.428534, 3.002456, -11.480850], [4.919871, -4.531956, -4.020739], [5.167456, -1.654257, 2.628263], [5.289622, 1.814533, 6.879466], [3.213662, 4.333978, -2.239934], [1.128195, 1.868505, -1.700289], [5.105915, 1.700820, 1.510277], [6.062333, 4.174756, 2.009339], [-2.574069, -8.445942, -1.388458], [4.397247, 0.540045, 4.567906], [1.281276, -6.775136, -4.924969], [2.375264, -5.652537, -1.368250], [-2.798715, -8.031716, 7.032791], [-7.007296, 3.253283, 3.667792], [6.240921, 10.404960, -4.186514], [-4.594340, 2.022730, 2.185445], [-3.753155, -2.421667, 4.606901], [0.660466, 1.658644, -9.849425], [-0.709571, 0.437233, -1.423914], [7.452864, 1.206235, -1.535483], [2.556979, -6.752679, -9.918826], [-3.996101, 5.554387, 0.282714], [-5.986461, -0.155373, 1.134458], [-0.049993, 4.137133, -8.348601], [-4.834166, 3.363362, 2.965336], [-4.710272, 3.307167, -0.108255], [-0.830323, 1.600545, 3.417669], [3.312262, 6.326690, -4.644074], [4.041616, -3.181593, 8.855371], [-1.307938, -5.086646, -7.069986], [4.224874, -2.841414, 4.386984], [-1.690715, -1.065267, 4.936415], [-6.292883, -0.789688, -1.246398], [-1.102873, 1.844143, -11.781953], [4.391112, -4.087200, -2.586321], [-4.472138, 5.724165, 2.893048], [5.499645, -1.758491, 7.771331], [-6.261789, -8.991564, -1.987754], [7.315111, 2.665911, -2.929578], [-0.861123, 3.479402, -11.961470], [1.855420, 7.903579, 1.101003], [1.070711, 0.410013, 3.365814], [-0.417162, 3.212685, 2.633605], [4.468616, 8.834290, -3.643425], [-0.519469, 1.849646, -7.211072], [0.111755, 6.369809, -0.728884], [-6.358797, -6.581259, -2.005362], [1.585080, 3.717720, -8.292710], [2.637263, -3.402445, 4.348611], [2.921349, -1.776919, 3.692958], [4.002789, 7.889200, 5.170419], [-2.825741, -5.303297, -7.949271], [6.778535, 3.347452, 3.433210], [2.661571, -2.111834, 8.708197], [-3.254953, -0.193084, 4.835639], [6.897111, 11.164654, -5.608133], [1.630613, 5.163773, 5.682675], [-3.581809, -1.153204, -2.563972], [-3.451966, 3.427326, 1.145641], [-0.936260, 9.911991, 2.506674], [9.589329, 4.053971, 1.140145], [7.379351, 0.288606, 1.452637], [4.789065, 2.481860, 3.055149], [-6.511911, 4.869024, -1.515246], [-2.794557, -2.599733, -5.165877], [-3.333826, -8.989518, 0.129567], [-6.198523, -1.906409, 1.020074], [0.255064, -4.464525, -1.171430], [-7.223467, -2.583995, 2.800989], [-0.001648, -6.881964, -3.711109], [-2.448243, 5.528215, 3.403457], [-3.107211, 1.074649, -3.556785], [-2.185921, -2.552732, 7.048481], [6.087312, 1.718663, -0.734204], [-4.556117, 2.161563, -3.509841], [-2.632533, 3.104551, -4.613230], [-6.662158, 4.839010, 0.761401]], "forces_ev_per_angstrom": [[-0.290, -1.886, -0.755], [0.330, 1.699, 0.183], [-0.984, 1.674, -1.553], [0.538, 2.176, 2.289], [0.163, -0.640, -0.545], [-0.816, 0.357, -0.512], [-0.120, 1.096, -0.463], [0.683, -0.427, -0.687], [1.330, -1.791, -0.168], [0.970, -1.202, -2.340], [-0.980, 0.433, 0.191], [-1.621, 0.743, 1.187], [-0.318, 0.871, -0.537], [0.025, -0.583, 1.368], [-2.185, -2.239, -0.247], [0.478, 0.629, -1.289], [-1.055, -0.329, 1.161], [0.134, 3.044, 1.319], [-0.813, -1.980, 3.023], [1.799, 2.076, 1.371], [-0.516, -2.977, -0.784], [-0.597, 0.401, 0.123], [1.254, -0.817, 0.492], [0.183, -0.087, 0.396], [1.302, 0.782, 0.326], [3.038, 4.416, 0.608], [-0.370, 2.178, 1.877], [-1.988, 0.749, -0.628], [0.735, 4.300, -5.057], [0.539, 0.785, -0.526], [0.339, 0.061, -0.290], [0.075, -0.236, 0.713], [2.323, 1.064, 1.067], [-1.964, 0.221, -0.972], [1.027, -0.047, -1.246], [-2.341, 1.153, -0.624], [-0.494, 0.069, -1.278], [-0.671, -0.139, -0.145], [0.853, -1.261, -0.764], [-2.052, 0.573, -0.702], [-0.528, 0.406, 1.231], [0.396, -0.116, -0.393], [-1.384, -0.471, -2.782], [-0.043, 0.130, -0.463], [0.851, 0.918, 0.898], [1.643, -0.448, 0.967], [0.078, -1.078, -2.325], [0.364, 1.380, -0.863], [1.158, -0.859, 0.995], [0.524, -0.993, -0.211], [-0.650, 1.009, -0.340], [-0.463, 0.215, -1.103], [0.456, 0.434, 0.650], [-1.605, -0.464, 1.133], [-0.964, 0.044, -0.114], [1.136, 0.399, 1.852], [-0.389, 0.082, 1.653], [-0.379, 0.553, -0.514], [-0.710, -0.437, 0.333], [1.919, 0.497, -0.006], [-0.219, -0.669, -0.923], [-0.212, -0.807, 1.214], [-0.638, 1.115, -0.218], [-1.821, -0.220, -0.201], [-0.379, 1.266, -2.348], [-0.028, -0.027, -2.323], [0.000, 0.133, -1.028], [0.681, -0.503, -0.927], [-0.603, -0.522, -0.003], [-1.056, 0.156, -0.595], [-1.055, -0.955, 0.899], [1.073, 0.349, 0.806], [-1.160, 1.236, 0.739], [1.038, -1.188, 0.508], [-0.301, -0.433, 0.663], [-0.626, 0.978, 0.030], [-0.622, -0.511, 0.846], [-0.670, -0.011, 0.459], [-0.974, 1.507, 0.379], [0.161, -0.717, -2.205], [-0.370, -0.725, 0.100], [-1.011, 0.571, -0.892], [0.010, 0.526, 1.328], [1.058, 1.236, 0.401], [-0.072, -0.402, -0.511], [0.700, 0.085, 1.508], [-0.058, -1.229, 1.909], [-1.623, -0.748, 1.326], [-1.496, -3.235, -1.314], [0.247, 0.975, -0.610], [0.590, -0.424, -1.288], [1.967, -0.348, -0.115], [-0.609, 0.072, -0.131], [0.834, 0.562, -0.387], [0.201, -0.832, -0.316], [0.152, 0.361, -0.545], [-0.258, 1.462, -0.132], [-0.355, -0.418, 0.594], [-0.480, 1.517, 0.621], [0.116, -1.785, 1.143], [1.613, -0.756, -1.529], [-1.746, -2.358, 1.136], [1.418, 0.269, -0.517], [0.731, -2.622, -0.854], [-0.571, -0.592, 2.026], [-1.330, 0.197, -0.970], [1.689, 0.254, 0.121], [-1.620, -2.091, -0.474], [0.459, -0.942, 0.354], [-0.418, 0.116, -1.298], [-1.000, -0.171, -0.592], [1.011, -1.702, -0.592], [-0.299, 0.396, -0.799], [1.160, 0.234, -2.283], [0.760, 2.332, 2.079], [0.589, 0.389, 0.063], [0.608, -1.394, 0.297], [1.329, -0.145, 0.557], [-1.117, 0.658, 1.709], [-0.726, -2.506, -0.670], [-1.421, -0.148, 0.396], [1.285, 1.635, -0.289], [0.541, -0.573, -0.151], [-0.845, 0.152, -1.098], [0.300, 0.323, 0.431], [0.126, 0.109, 0.994], [0.175, -0.525, 0.237], [0.068, 0.661, -0.288], [-0.132, 0.184, -0.211], [0.244, 0.469, -0.481], [-0.485, 0.646, 0.347], [-0.313, 0.499, -0.196], [-0.091, -1.009, 0.772], [0.046, -0.041, -0.178], [0.104, 0.122, 0.024], [-0.092, -0.205, 0.205], [0.357, -0.566, -0.390], [-0.280, -0.318, 0.287], [0.620, 0.556, -0.194], [0.717, -0.741, -0.748], [0.351, 0.543, -0.284], [-0.135, 0.350, -0.384], [-0.631, -0.558, 0.516], [-0.193, -0.151, 0.156], [0.118, -0.162, -1.046], [-0.307, -0.098, 0.253], [-0.223, 0.021, -0.055], [0.343, 0.093, 0.597], [-0.504, -0.133, -0.128], [-0.715, 0.049, 0.085], [-0.124, -0.020, -0.296], [0.378, -0.342, 0.096], [0.316, 0.854, 0.030], [-0.168, -0.051, 0.884], [0.007, -0.425, 0.569], [0.093, 0.487, 0.281], [0.295, 0.335, 0.356], [-0.454, 1.088, 0.211], [-0.119, -0.229, 0.227], [-1.017, 0.209, -0.186], [-0.787, -0.211, 0.700], [0.229, -0.491, 0.346], [0.559, 0.405, 0.264], [0.737, -0.127, 0.157], [0.252, -0.434, -1.023], [0.267, 0.241, 0.116], [0.393, -0.524, -0.744], [0.146, 0.693, 1.005], [-0.293, -0.132, -0.122], [-0.836, 0.164, 0.374], [-0.579, -0.202, 0.083], [-0.578, 0.135, -0.849], [0.068, 1.168, 0.405], [0.247, -0.051, -0.001], [-0.481, -0.360, -0.176], [0.070, 0.521, 0.431], [-0.160, 0.765, -0.746], [0.169, 0.066, 0.131], [-0.161, -0.226, 0.029], [-0.081, -0.583, 0.143], [-0.587, 0.550, -0.602], [0.526, -0.447, 0.148], [-0.122, 0.517, -0.500], [-0.941, -0.341, 0.447], [0.361, 0.707, 0.760], [-0.808, -0.010, -0.146], [-0.069, 0.461, -0.270], [0.461, -0.344, 0.036], [0.164, 0.017, -0.001], [-0.378, 0.222, 0.355], [0.084, -0.189, -0.240], [0.774, 0.579, -0.153], [-0.328, 0.310, 0.315], [0.284, -0.050, -0.214], [-0.147, -0.444, 0.354], [0.022, -0.977, 1.048], [0.193, 0.046, 0.082], [-0.662, 0.871, 0.489], [0.826, 0.140, -0.396], [0.585, 0.085, 0.502], [-0.137, -0.170, -0.132], [0.453, 0.138, 0.466], [-0.452, -0.014, -0.257], [0.239, -0.526, 1.693], [0.293, -0.134, -0.575], [0.262, -0.526, 0.334], [0.290, -0.151, 0.176], [0.810, 0.106, -0.047], [-0.093, 0.376, -0.525], [0.456, -0.393, -0.558], [-0.732, -0.255, -0.372], [0.176, 0.323, 0.130], [0.837, 0.094, -0.164], [0.294, 0.153, -0.135], [0.107, -0.195, 0.234], [-0.269, -0.150, 0.253], [0.394, 0.090, 0.022], [0.047, -0.079, -0.091], [-0.649, 0.010, -0.393], [0.306, 0.053, -0.188], [-0.041, 0.113, 0.157], [-0.127, 0.432, 0.300], [0.217, -0.164, -0.056], [0.105, -0.022, 0.063], [-0.743, -0.328, 0.001], [0.559, -0.258, -0.545], [-0.180, 0.363, 0.301], [0.576, -0.666, -0.597], [-0.213, 0.085, 0.288], [-0.483, 0.448, -0.029], [-0.477, -0.214, 0.176], [-0.815, 0.398, 0.405], [-0.085, 0.143, 0.008], [0.628, -0.436, -0.389], [0.249, 0.034, 0.102], [-0.183, -0.049, -0.086], [0.235, -1.048, -0.362], [-0.443, -0.290, -0.733], [-0.761, 0.003, -0.093], [-0.551, -0.435, 0.844], [0.233, 0.352, 0.229], [0.385, -0.581, -0.307], [-0.072, -0.002, -0.057], [0.667, -0.204, 0.348], [-0.535, 0.316, 0.516], [0.289, -0.091, -0.035], [-0.453, 0.286, 0.169], [0.627, -0.021, 0.118], [0.435, 0.196, 0.009], [-0.157, -0.487, 0.335], [0.583, -1.129, 0.427], [0.266, -0.208, -0.251], [-0.602, -0.131, 0.234], [-0.381, 0.296, 0.634], [0.037, -1.537, 0.173], [-0.409, -0.167, -0.744], [0.576, 0.158, 1.269], [0.177, 0.139, 0.571], [0.085, -0.586, -0.117], [-0.113, -0.312, 0.412], [-0.163, -0.457, -0.859], [-0.277, 0.553, 0.212], [-0.032, 0.009, -0.279], [0.527, 0.248, 1.038], [0.006, 0.525, -0.154], [0.117, 0.582, -0.366], [0.000, 0.234, 0.002], [0.866, 0.895, 0.456], [0.621, -0.313, -0.322], [0.771, 0.161, 0.656], [0.090, 0.247, -0.049], [0.222, 0.156, -0.378], [-0.684, -0.277, 0.814], [0.050, -0.208, 0.107], [-0.409, -1.058, -0.820], [0.424, -0.587, 0.007], [0.109, 0.066, -0.229], [-0.306, 0.403, 0.143], [-0.169, -1.615, -0.048], [-1.114, -0.558, -0.230], [0.927, -0.126, 0.152], [-0.354, 0.271, -0.105], [-0.533, -0.040, 0.538], [-0.915, 1.115, 0.182], [-0.195, -0.126, -0.044], [-0.016, 0.595, 0.523], [0.686, 0.043, -0.279], [-0.074, 0.011, 0.454], [0.020, 0.036, -0.078], [0.266, 0.608, 0.018], [0.226, 0.293, -0.457], [-0.137, 0.012, 0.159], [-0.246, -0.642, 0.396], [-1.040, 0.295, 0.662], [0.373, -0.355, -0.646], [0.217, 0.029, -0.567], [-0.396, 0.318, 0.175], [-0.144, -0.331, 0.143], [0.445, 0.717, 0.343], [0.194, 0.327, -0.109], [0.039, -0.154, -0.013], [0.512, -0.322, -0.020], [0.067, 0.367, -0.017], [-0.617, 0.507, -1.084], [-0.542, -0.386, -0.320], [-0.131, -0.068, 0.019], [0.388, -0.578, 0.167], [-0.587, 0.136, 0.188], [0.182, -0.041, -0.047], [0.474, 0.041, -0.274], [0.319, -0.181, -0.588], [0.718, 0.681, 0.168], [-0.034, 0.262, 0.113], [0.167, 0.932, 0.393], [0.505, -0.895, -0.551], [0.350, -0.147, 0.070], [0.234, -0.353, 0.310], [0.449, 0.058, -0.622], [0.962, 0.131, -0.484], [0.230, -0.889, 0.953], [-0.234, -0.548, -0.607], [-0.360, -0.161, 0.060], [0.226, -0.355, -0.070], [0.709, 0.319, -0.254], [0.713, -0.527, 0.329], [-0.230, 0.035, -0.284], [0.589, -0.088, -0.140], [0.292, 0.571, -0.759], [-0.283, -0.507, -0.586], [1.072, -0.407, 0.735], [-0.080, -0.281, 0.177], [0.487, 0.027, 0.130], [-0.431, 0.131, 0.189], [0.413, 0.253, 0.947], [-0.170, -1.361, 0.520], [0.234, -0.092, 0.237]], "e_tot_ha": -5867.61381, "de_lowest_ev": 10.389, "homo_lumo_gap_ev": 7.981, "lumo_ev": 0.327}